DFT (ωB97M-V with the def2-TZVPD basis set) results for a 2-piece molecular cluster, C4H9ClNOP overall.

The relative energy (zero: lowest compared OMol25 entry of this formula, charge and spin) is 57.8 kcal per mole. The calculation puts the orbital gap (spin up / spin down) at 7.883 / 7.883 eV. The calculation puts the total energy at -29640.540 eV. The LUMO energy (spin up / spin down) is 0.5 / 0.5 eV.

ORCA input file:
```
! wB97M-V def2-TZVPD RIJCOSX def2/J DEFGRID3
* xyz 0 1
C -1.2435 0.4571 -0.1046
C -0.8917 -0.7808 0.6723
C -0.5425 -1.9491 -0.2656
C 2.1991 1.0602 -0.7300
N -0.6971 1.5856 0.6499
O 0.3337 -0.5190 1.3738
P 0.6580 1.0557 1.4570
Cl 3.2740 2.3581 -0.8682
H -0.7229 0.6115 -1.0430
H -2.3363 0.6732 -0.0618
H -1.6725 -1.0667 1.3614
H 0.2722 -1.5378 -0.8035
H -1.3661 -2.3587 -0.7620
H -0.0241 -2.7367 0.1825
H 2.6425 0.0413 -0.7834
H 1.3829 0.9333 -1.5305
H -1.2656 2.1728 1.2557
*
```

Results of the natural (NBO) charge analysis, in e, for atoms 1 through 2:
1 C -0.268
2 C 0.076